# 1
{"formula": "C31H22BN3O4S3SbTa", "method": "the ωB97M-V functional and the def2-TZVPD basis", "e_lumo_ev": [1.431, 1.479], "de_lowest_kj_mol": 123.63, "charge": -1, "spin_multiplicity": 2, "symbols": ["Ta", "O", "C", "C", "C", "C", "C", "C", "C", "N", "N", "C", "O", "C", "C", "C", "C", "C", "C", "H", "H", "H", "H", "H", "H", "H", "H", "H", "H", "S", "Sb", "S", "S", "C", "C", "C", "C", "N", "C", "C", "C", "C", "C", "C", "C", "H", "H", "H", "H", "H", "H", "H", "H", "O", "B", "O", "C", "C", "C", "C", "C", "C", "H", "H", "H", "H"], "positions_angstrom": [[0.72088, -0.18509, 0.11733], [-1.73508, 0.53123, -0.30113], [-2.50622, 0.64147, -1.41464], [-3.61161, 1.47740, -1.45143], [-4.36876, 1.60133, -2.60422], [-4.01521, 0.88238, -3.73729], [-2.93257, 0.03229, -3.70771], [-2.14675, -0.13348, -2.54958], [-1.09889, -1.09552, -2.57200], [-0.26556, -1.40827, -1.59927], [0.56265, -2.44593, -1.87420], [1.37515, -2.71714, -0.88938], [1.29490, -2.04730, 0.22853], [2.48763, -3.65024, -1.05208], [2.91055, -4.07370, -2.31478], [4.09207, -4.77591, -2.44775], [4.86230, -5.07813, -1.33370], [4.42619, -4.69977, -0.07367], [3.25140, -3.99180, 0.06716], [-3.87796, 2.04601, -0.57337], [-5.22842, 2.25530, -2.61252], [-4.59217, 0.98547, -4.64574], [-2.67575, -0.54311, -4.58740], [-0.99586, -1.65575, -3.50130], [2.31739, -3.81503, -3.17791], [4.43824, -5.06667, -3.42974], [5.80702, -5.59118, -1.44834], [5.02304, -4.93147, 0.79702], [2.91858, -3.66823, 1.04450], [1.74440, 1.36044, 4.31059], [1.66627, -0.51050, 3.04243], [2.93651, 0.23929, 1.11392], [-0.88572, -0.42406, 1.95159], [0.52766, 4.08317, 1.93293], [1.18177, 4.87100, 1.00086], [1.56804, 4.30207, -0.19623], [1.32306, 2.95095, -0.44324], [0.68448, 2.19444, 0.47461], [0.30707, 2.75581, 1.61783], [1.77240, 2.24771, -1.63868], [2.46875, 2.89070, -2.66638], [2.90599, 2.18452, -3.76600], [2.67239, 0.82076, -3.83679], [2.02009, 0.17994, -2.79810], [1.53513, 0.86050, -1.68305], [0.20439, 4.46239, 2.88846], [1.40576, 5.90699, 1.20719], [2.07077, 4.89986, -0.93668], [-0.20462, 2.12656, 2.33069], [2.68531, 3.94645, -2.61221], [3.44406, 2.69327, -4.55508], [3.00954, 0.25826, -4.69655], [1.89266, -0.89423, -2.87088], [-2.34049, 2.01697, 1.55852], [-2.27902, 0.62746, 1.09696], [-3.59322, 0.04536, 1.33242], [-4.32634, 1.00464, 1.94025], [-5.62246, 0.94021, 2.39830], [-6.16494, 2.09733, 2.95005], [-5.43741, 3.27024, 3.03751], [-4.12182, 3.33657, 2.59060], [-3.58134, 2.18951, 2.05959], [-6.19032, 0.02613, 2.32836], [-7.17962, 2.07361, 3.32073], [-5.89366, 4.15375, 3.45938], [-3.53616, 4.24086, 2.64527]], "forces_ev_per_a": [[-1.2, 1.9, -0.2], [-0.2, -0.1, -0.8], [0.9, -0.5, 0.2], [-0.3, 0.3, 0.0], [0.3, -0.2, 0.2], [-0.1, 0.0, -0.3], [0.3, -0.2, 0.3], [-0.9, 1.2, 0.4], [1.6, -1.0, 1.1], [-1.2, 1.2, -0.5], [0.9, -1.5, -0.7], [-1.1, 0.7, -0.8], [0.5, -1.3, 0.1], [0.6, -0.5, 0.1], [-0.3, 0.2, 0.2], [0.1, -0.1, -0.1], [0.0, 0.0, 0.0], [0.2, -0.1, 0.0], [-0.4, 0.3, 0.0], [0.0, 0.0, 0.1], [0.0, 0.1, 0.0], [0.0, 0.0, 0.0], [0.0, 0.0, -0.1], [0.0, -0.2, 0.2], [0.0, 0.1, -0.1], [0.0, 0.0, -0.1], [0.0, -0.1, 0.0], [0.0, 0.0, 0.1], [0.0, 0.1, 0.0], [0.0, -0.1, 0.2], [0.7, 0.3, 0.6], [-0.3, -0.2, -0.1], [0.0, -0.1, 0.5], [0.2, 0.2, -0.3], [-0.2, -0.2, 0.3], [0.0, -0.3, -0.2], [0.0, 0.5, 0.5], [-0.1, -0.3, -0.2], [-0.2, 0.0, 0.5], [0.2, -0.4, -0.5], [-0.2, 0.0, 0.3], [0.1, 0.0, -0.2], [0.1, 0.0, 0.0], [-0.1, -0.2, -0.3], [0.1, 0.2, 0.5], [0.0, 0.0, 0.1], [0.0, 0.1, 0.0], [0.1, 0.0, -0.1], [0.2, 0.0, -0.1], [0.0, 0.1, 0.0], [0.0, 0.0, 0.0], [0.1, -0.1, -0.1], [0.0, 0.0, -0.1], [-0.4, -0.1, -0.2], [0.5, 0.0, 0.0], [0.1, 0.1, -0.2], [0.0, 0.4, 0.1], [0.2, -0.2, -0.2], [-0.2, 0.1, 0.2], [-0.2, 0.1, 0.1], [0.2, -0.1, -0.1], [-0.1, -0.2, -0.1], [-0.1, -0.1, 0.0], [-0.1, 0.0, 0.0], [-0.1, 0.1, 0.1], [0.1, 0.1, 0.0]], "nbo_charge": [1.45, -0.72, 0.47, -0.28, -0.16, -0.26, -0.14, -0.21, 0.16, -0.35, -0.39, 0.55, -0.75, -0.05, -0.18, -0.23, -0.20, -0.22, -0.17, 0.24, 0.21, 0.21, 0.21, 0.19, 0.23, 0.21, 0.21, 0.21, 0.24, -0.87, 0.97, -0.60, -0.45, -0.21, -0.16, -0.25, 0.21, -0.50, 0.10, -0.02, -0.20, -0.24, -0.21, -0.24, -0.43, 0.22, 0.21, 0.21, 0.25, 0.19, 0.20, 0.20, 0.21, -0.70, 0.95, -0.67, 0.23, -0.26, -0.24, -0.24, -0.28, 0.31, 0.21, 0.20, 0.20, 0.21]}



# 2
{"formula": "C31H22ClMnN4O4", "method": "the ωB97M-V functional and the def2-TZVPD basis", "e_lumo_ev": [2.682, 2.626], "charge": -1, "spin_multiplicity": 2, "symbols": ["Mn", "C", "C", "N", "C", "C", "C", "C", "C", "C", "C", "N", "C", "C", "C", "C", "C", "C", "C", "C", "N", "C", "H", "H", "H", "H", "H", "H", "H", "H", "H", "H", "H", "H", "O", "Cl", "O", "O", "O", "N", "C", "C", "C", "C", "C", "C", "C", "C", "C", "C", "C", "C", "C", "H", "H", "H", "H", "H", "H", "H", "H", "H", "H"], "positions_angstrom": [[0.11395, 0.29236, 0.89565], [-2.71139, 3.70080, 1.29772], [-1.53097, 2.93347, 1.25524], [-1.49433, 1.73150, 0.76330], [-2.63423, 1.16516, 0.28854], [-3.85165, 1.87777, 0.23027], [-3.85376, 3.17872, 0.77809], [-4.98431, 1.28090, -0.37451], [-4.85306, 0.03587, -0.91585], [-3.65637, -0.70774, -0.84059], [-2.53262, -0.20287, -0.18926], [-1.31914, -0.76550, 0.01491], [-1.00238, -2.08761, -0.17822], [-1.81200, -3.20373, -0.18366], [-1.27006, -4.49864, -0.34892], [0.06381, -4.71809, -0.52030], [0.94460, -3.61105, -0.47554], [2.34767, -3.71515, -0.59820], [3.12316, -2.60461, -0.50226], [2.50697, -1.35910, -0.25217], [1.22386, -1.22664, -0.13764], [0.41967, -2.31982, -0.27087], [-2.68987, 4.69434, 1.72722], [-0.59167, 3.32282, 1.64020], [-4.77382, 3.75428, 0.77462], [-5.92063, 1.82504, -0.42510], [-5.70645, -0.40861, -1.41824], [-3.60911, -1.67214, -1.31625], [-2.86212, -3.09728, 0.02959], [-1.94299, -5.34935, -0.32595], [0.46200, -5.71966, -0.64240], [2.79451, -4.69098, -0.76066], [4.20000, -2.66197, -0.59632], [3.08813, -0.45113, -0.12903], [-0.79811, -2.06685, 2.84087], [-0.06007, -0.80527, 2.74359], [1.18559, -0.94195, 3.48907], [-0.87762, 0.28631, 3.31468], [1.65056, 1.26034, 1.48942], [1.46150, 1.79604, 0.28278], [1.72228, 3.02932, 0.10003], [1.40130, 3.54702, -1.26556], [0.38856, 2.94963, -2.02050], [0.06686, 3.42610, -3.28215], [0.74284, 4.51569, -3.81487], [1.75563, 5.11326, -3.07753], [2.08178, 4.63121, -1.81439], [2.31354, 3.91733, 1.14046], [1.85255, 5.22604, 1.27166], [2.35541, 6.06764, 2.25612], [3.33764, 5.61079, 3.12303], [3.81020, 4.31098, 2.99485], [3.30057, 3.46892, 2.01551], [-0.14320, 2.11105, -1.59637], [-0.72539, 2.95104, -3.84866], [0.47798, 4.89911, -4.79362], [2.29686, 5.95848, -3.48661], [2.88132, 5.09670, -1.24697], [1.08371, 5.58810, 0.59469], [1.97587, 7.07855, 2.34544], [3.72425, 6.25936, 3.89999], [4.57108, 3.94186, 3.67053], [3.65118, 2.44860, 1.93854]], "forces_ev_per_a": [[0.8, 0.1, -2.1], [0.3, 0.2, 0.1], [0.2, 0.7, 0.3], [0.0, -1.0, 0.3], [-0.2, -0.2, -0.3], [0.1, -0.1, 0.0], [-0.2, 0.0, -0.1], [0.0, 0.2, 0.1], [0.2, -0.3, -0.1], [-0.1, 0.1, 0.0], [0.0, 0.3, 0.1], [-0.6, -0.5, -0.2], [0.4, 0.3, 0.1], [0.0, -0.3, -0.1], [-0.3, 0.2, 0.0], [0.2, 0.0, 0.0], [-0.1, 0.2, 0.0], [-0.1, -0.3, 0.0], [0.2, 0.3, 0.0], [0.8, 0.0, 0.0], [-1.0, 0.0, 0.5], [-0.2, -0.2, -0.2], [0.0, 0.0, 0.0], [-0.1, 0.0, 0.0], [0.0, 0.0, 0.0], [0.0, 0.0, 0.0], [0.1, 0.0, 0.0], [0.0, -0.1, 0.0], [-0.1, 0.0, -0.1], [0.0, 0.1, 0.0], [0.0, 0.1, 0.0], [0.0, 0.0, 0.0], [0.0, 0.0, 0.0], [0.0, -0.1, 0.1], [0.1, 0.1, -0.1], [-1.0, -0.4, 1.4], [0.0, 0.0, -0.2], [0.1, -0.2, 0.5], [0.5, 0.4, 0.0], [-0.3, -0.3, 0.5], [0.5, 0.8, -0.7], [-0.1, 0.1, 0.2], [0.0, 0.1, 0.0], [0.0, -0.1, 0.1], [0.1, 0.1, 0.0], [0.0, 0.0, 0.0], [0.1, 0.1, -0.1], [-0.1, -0.1, -0.2], [-0.1, 0.2, 0.0], [0.0, -0.1, -0.1], [0.0, 0.0, 0.0], [0.0, 0.0, -0.1], [0.1, -0.1, 0.1], [-0.1, -0.1, 0.0], [0.0, 0.0, 0.0], [0.0, 0.0, 0.0], [0.0, 0.0, 0.0], [-0.1, 0.0, -0.1], [0.1, 0.0, 0.1], [0.0, 0.0, 0.0], [0.0, 0.0, 0.0], [0.0, 0.0, 0.0], [0.0, 0.1, 0.0]], "nbo_charge": [0.82, -0.26, 0.08, -0.47, 0.22, -0.09, -0.13, -0.29, -0.17, -0.32, 0.20, -0.63, 0.20, -0.28, -0.17, -0.25, -0.11, -0.12, -0.27, 0.09, -0.45, 0.22, 0.21, 0.20, 0.20, 0.20, 0.20, 0.21, 0.22, 0.20, 0.20, 0.20, 0.21, 0.21, -0.88, 1.97, -0.86, -0.88, -0.60, -0.16, 0.18, 0.02, -0.22, -0.20, -0.23, -0.22, -0.23, -0.13, -0.15, -0.25, -0.22, -0.22, -0.15, 0.23, 0.21, 0.20, 0.20, 0.21, 0.21, 0.20, 0.20, 0.21, 0.24]}



# 3
{"formula": "C31H22F6IrN4O4S", "method": "the ωB97M-V functional and the def2-TZVPD basis", "e_lumo_ev": [-0.314, -0.292], "charge": -1, "spin_multiplicity": 1, "symbols": ["Ir", "F", "C", "C", "F", "C", "F", "C", "S", "C", "F", "C", "F", "C", "C", "N", "C", "C", "C", "O", "O", "C", "O", "C", "C", "C", "F", "C", "C", "C", "N", "C", "C", "N", "C", "C", "H", "H", "H", "H", "H", "H", "H", "H", "H", "H", "H", "H", "H", "H", "H", "H", "H", "H", "O", "N", "C", "C", "C", "C", "C", "C", "C", "C", "C", "H", "H", "H", "H"], "positions_angstrom": [[2.42852, 3.51690, -0.96298], [5.01372, 3.51690, 5.20042], [5.02842, 3.51690, 3.85792], [3.83272, 3.51690, 3.15322], [2.66122, 3.51690, 3.80612], [3.87802, 3.51690, 1.77122], [2.79632, 3.51690, 0.98922], [5.07412, 3.51690, 1.08732], [4.84902, 3.51690, -0.59518], [6.27582, 3.51690, 1.78592], [7.46452, 3.51690, 1.16182], [6.24582, 3.51690, 3.17882], [7.39272, 3.51690, 3.87692], [-5.18338, 2.39970, 0.55492], [-4.60588, 2.32480, -0.85068], [-3.13948, 2.25760, -0.81558], [-2.39478, 3.42900, -0.88198], [-1.06158, 3.52500, -0.92828], [-0.32988, 4.85630, -0.98688], [-1.07078, 5.88330, -1.04418], [0.92822, 4.77940, -0.96298], [-0.28858, 2.28010, -0.91748], [0.93472, 2.25920, -0.96298], [-1.04778, 1.00970, -0.83058], [-0.33148, -0.18660, -0.80358], [-1.01008, -1.38930, -0.67668], [-0.26238, -2.50480, -0.66368], [-2.41518, -1.45910, -0.56388], [-3.09818, -0.22000, -0.59018], [-2.45338, 1.02580, -0.75148], [-3.12468, -2.65760, -0.35008], [-2.34628, -3.91450, -0.18958], [-3.27288, -5.09210, 0.19172], [-4.52348, -4.54500, 0.82512], [-5.34398, -3.72370, -0.14128], [-4.42858, -2.84030, -1.02448], [-6.27528, 2.46120, 0.51142], [-4.81448, 3.28480, 1.08392], [-4.91558, 1.52090, 1.14922], [-4.92448, 3.21680, -1.40648], [-5.03858, 1.48420, -1.40518], [-2.98908, 4.34240, -0.89478], [0.75342, -0.18140, -0.87278], [-4.16768, -0.21320, -0.42618], [-1.62628, -3.79460, 0.62892], [-1.80818, -4.17260, -1.10928], [-2.79868, -5.76160, 0.91512], [-3.58508, -5.66880, -0.68528], [-4.20248, -3.88280, 1.54872], [-5.08178, -5.27040, 1.28672], [-6.00588, -3.11080, 0.47862], [-5.94368, -4.41410, -0.74178], [-4.96448, -1.91500, -1.25238], [-4.26058, -3.33920, -1.98788], [2.98432, 5.22750, -0.96298], [5.00732, -6.23610, -0.58318], [4.72762, -5.11130, -0.63768], [4.38172, -3.72120, -0.70508], [5.14122, -2.84510, -1.48848], [4.80342, -1.48910, -1.55458], [3.70432, -1.00130, -0.83778], [2.94532, -1.87870, -0.05428], [3.28302, -3.23460, 0.01192], [3.35742, 0.39000, -0.90608], [3.06882, 1.54640, -0.96298], [5.99892, -3.21020, -2.05168], [5.40352, -0.81890, -2.16838], [2.08752, -1.51420, 0.50912], [2.68332, -3.90540, 0.62552]], "forces_ev_per_a": [[1.9, -0.1, -7.3], [0.0, 0.0, 0.4], [0.3, 0.0, -0.3], [-0.1, 0.0, -0.7], [0.0, 0.0, 0.2], [0.7, 0.1, 1.9], [-0.2, 0.2, 8.4], [-0.1, -0.2, -0.9], [2.2, -0.4, -1.7], [-0.3, 0.1, 0.9], [-0.1, 0.0, 0.0], [-0.3, 0.0, -0.5], [0.0, 0.0, 0.1], [-0.3, 0.0, 0.2], [0.3, 0.3, 0.2], [0.3, -1.2, -0.3], [-0.7, 0.8, -0.1], [0.4, -1.2, 0.0], [-2.0, 0.7, -0.1], [1.6, -1.5, 0.2], [-4.7, 2.1, -0.4], [-2.8, 0.6, 0.0], [0.6, -0.7, 0.2], [1.1, 1.1, -0.1], [-0.8, -0.5, 0.2], [-0.8, 1.0, -0.1], [0.4, -0.7, 0.0], [1.1, 1.2, -0.2], [0.0, 0.4, 0.0], [-0.6, -0.4, 0.1], [-1.0, -0.9, 0.6], [-0.6, 0.4, 0.1], [-0.2, 0.1, -0.4], [0.5, 0.7, 0.1], [-0.1, 0.2, 0.0], [0.9, -0.8, 0.1], [0.0, 0.0, 0.0], [0.0, -0.1, -0.1], [0.0, 0.1, -0.1], [0.4, -0.1, 0.1], [0.3, -0.1, 0.1], [0.2, -0.1, 0.0], [-0.1, 0.1, -0.1], [0.0, -0.1, 0.0], [-0.1, 0.2, -0.4], [0.0, -0.1, 0.2], [-0.1, 0.1, -0.2], [0.0, 0.1, 0.2], [-0.1, -0.2, -0.1], [0.1, 0.1, -0.2], [0.1, -0.1, -0.1], [0.1, 0.1, 0.1], [0.5, -0.1, 0.3], [-0.1, -0.1, -0.1], [1.6, -1.3, 0.0], [-0.3, 1.0, 0.0], [0.2, -0.9, 0.1], [0.0, 0.0, 0.0], [-0.1, 0.8, -0.1], [0.5, -1.1, -0.1], [-0.3, 1.4, -0.1], [0.2, -1.2, 0.2], [-0.3, 0.7, 0.0], [0.8, -3.5, 0.2], [0.1, 3.4, -0.5], [-0.2, 0.0, 0.2], [-0.2, -0.1, 0.2], [0.3, 0.0, -0.2], [0.2, 0.1, -0.1]], "nbo_charge": [1.03, -0.32, 0.24, 0.27, -0.31, 0.29, -0.34, -0.28, 0.00, 0.30, -0.31, 0.26, -0.31, -0.62, -0.20, -0.41, 0.04, -0.25, 0.78, -0.72, -0.68, 0.37, -0.54, -0.04, -0.26, 0.32, -0.34, 0.11, -0.35, 0.19, -0.47, -0.23, -0.25, -0.53, -0.25, -0.23, 0.20, 0.23, 0.20, 0.21, 0.19, 0.23, 0.28, 0.19, 0.24, 0.22, 0.23, 0.22, 0.44, 0.42, 0.22, 0.22, 0.25, 0.19, -0.73, -0.38, 0.29, -0.19, -0.17, -0.20, -0.02, -0.22, -0.17, -0.34, -0.08, 0.22, 0.23, 0.22, 0.20]}



Values for E, a.u., ordered as above
-3176.7820, -3325.5477, -2815.7992